{
  "formula": "C44H42BN2O9",
  "method": "ωB97M-V/def2-TZVPD",
  "species": ["C", "C", "C", "C", "C", "O", "B", "C", "C", "O", "O", "C", "O", "C", "C", "C", "C", "C", "C", "O", "C", "N", "C", "N", "H", "H", "H", "H", "H", "H", "H", "H", "H", "H", "H", "H", "H", "H", "H", "H", "H", "H", "H", "H", "H", "H", "H", "H", "H", "H", "C", "C", "C", "C", "C", "C", "C", "O", "C", "C", "C", "C", "C", "C", "C", "O", "H", "H", "H", "H", "H", "H", "H", "H", "C", "C", "C", "C", "C", "C", "C", "O", "C", "C", "C", "C", "C", "C", "C", "O", "H", "H", "H", "H", "H", "H", "H", "H"],
  "positions_angstrom": [[-2.842160, 0.511681, -2.835793], [-3.458550, 1.576871, -1.910586], [-4.920892, 1.845882, -2.357573], [-3.293959, 1.302860, -0.383873], [-2.968286, -0.111552, 0.031733], [-2.363209, -0.069167, 1.328029], [-2.757220, -1.164129, 2.159650], [-2.781162, -0.946753, 3.763224], [-3.927545, -0.042012, 4.216205], [-5.102878, -0.810621, 4.492753], [-2.016953, -2.532929, 1.941082], [-0.817107, -2.435715, 1.423423], [0.130180, -1.806695, 1.897663], [-0.602814, -3.228277, 0.146198], [-1.474136, -4.233135, -0.178833], [-1.364084, -4.966014, -1.323958], [-0.332429, -4.677934, -2.184482], [0.554107, -3.702832, -1.847633], [0.443201, -2.974460, -0.700281], [-4.146080, -1.441036, 1.655923], [-4.179127, -1.097896, 0.314770], [-4.111028, -2.277222, -0.583488], [-5.605740, -0.529881, 0.087861], [-6.650845, -1.561635, 0.226749], [-3.117885, -0.510444, -2.586710], [-3.224099, 0.692596, -3.845252], [-1.763642, 0.663442, -2.906666], [-2.914623, 2.500820, -2.113898], [-4.955840, 2.745498, -2.972988], [-5.630829, 1.888510, -1.534578], [-5.263049, 1.042870, -3.016668], [-4.198035, 1.657790, 0.110943], [-2.497916, 1.951791, -0.013227], [-2.200831, -0.636366, -0.547324], [-2.925590, -1.918450, 4.240899], [-1.816700, -0.556964, 4.110113], [-4.117861, 0.736502, 3.472173], [-3.642323, 0.442429, 5.158674], [-5.776183, -0.566877, 3.854581], [-2.288157, -4.432772, 0.504492], [-2.097353, -5.728523, -1.541680], [-0.243238, -5.226657, -3.111927], [1.378727, -3.490022, -2.518328], [1.167303, -2.207760, -0.460253], [-3.250192, -2.284495, -1.114252], [-4.137935, -3.077325, 0.035378], [-5.664922, -0.196969, -0.949404], [-5.857794, 0.292016, 0.761086], [-6.318533, -2.300763, 0.837750], [-6.736563, -2.003904, -0.679741], [8.771710, -4.086870, -0.025704], [9.224153, -5.011096, 0.910880], [8.366164, -5.485826, 1.887968], [7.054211, -5.030835, 1.941041], [6.607405, -4.087234, 1.015746], [7.467384, -3.625849, 0.026980], [5.216513, -3.550041, 1.082938], [4.834100, -2.733086, 0.271315], [4.324288, -4.035223, 2.168700], [3.043776, -3.508732, 2.284703], [2.197719, -3.961398, 3.282425], [2.623419, -4.948911, 4.164764], [3.901202, -5.474741, 4.059139], [4.759761, -5.015737, 3.068470], [6.137378, -5.565416, 2.988661], [6.517774, -6.426601, 3.757747], [9.441281, -3.722964, -0.794604], [10.247744, -5.361794, 0.875470], [8.713592, -6.208225, 2.614021], [7.114468, -2.903658, -0.696637], [2.704023, -2.743031, 1.600243], [1.203290, -3.542576, 3.367935], [1.956343, -5.305443, 4.938975], [4.234516, -6.239334, 4.747655], [1.395799, 4.194166, 0.365065], [2.479227, 5.044880, 0.563060], [2.592965, 6.212022, -0.174279], [1.628844, 6.529956, -1.122787], [0.553435, 5.664172, -1.336993], [0.435530, 4.502659, -0.583230], [-0.466675, 5.958922, -2.379003], [-1.399927, 5.206579, -2.557674], [-0.307061, 7.192808, -3.199016], [-1.217344, 7.458344, -4.213982], [-1.088326, 8.607543, -4.975037], [-0.053287, 9.501876, -4.719634], [0.859523, 9.239123, -3.712483], [0.742083, 8.080592, -2.954688], [1.752661, 7.795068, -1.895991], [2.656536, 8.576270, -1.676310], [1.303902, 3.287057, 0.948159], [3.234852, 4.795678, 1.296600], [3.432020, 6.875945, -0.016922], [-0.404485, 3.839726, -0.741746], [-2.023111, 6.763566, -4.408672], [-1.795782, 8.810393, -5.768704], [0.041891, 10.403282, -5.311346], [1.667298, 9.930624, -3.515176]],
  "forces_ev_per_angstrom": [[-0.06, 0.77, -0.36], [-0.33, -0.15, -0.04], [0.27, -0.43, -0.27], [0.08, 0.36, -0.92], [-0.09, -1.10, 2.27], [0.85, 0.62, 0.06], [-1.75, -0.40, 1.05], [-0.10, 0.38, -0.57], [0.68, -0.22, 0.44], [-0.25, 0.25, 0.04], [1.06, 0.39, -1.14], [0.90, 0.07, 0.45], [-0.75, -0.40, -0.39], [-0.25, 0.43, 1.01], [-1.27, -0.37, 0.94], [-0.28, -0.40, -0.32], [-0.51, -0.92, -0.65], [1.46, 0.45, -1.15], [0.53, 0.71, 0.51], [0.71, -0.27, -0.04], [-1.30, 0.41, -0.88], [0.09, 0.26, 0.18], [0.04, -0.34, -0.47], [-0.01, 0.05, -0.11], [0.13, -0.02, 0.16], [0.06, -0.01, -0.04], [0.09, -0.49, 0.22], [0.03, 0.02, 0.03], [-0.17, 0.16, 0.19], [0.04, 0.34, 0.03], [-0.08, -0.08, 0.12], [0.02, -0.17, 0.21], [0.15, -0.22, 0.09], [-0.36, 0.33, -0.83], [0.03, -0.02, 0.06], [-0.04, 0.04, -0.02], [-0.11, -0.01, 0.00], [-0.17, 0.16, -0.04], [0.08, -0.17, -0.17], [-0.04, 0.04, 0.07], [0.01, -0.12, -0.09], [0.14, 0.01, -0.08], [0.02, 0.02, -0.04], [-0.03, 0.06, 0.06], [0.15, -0.24, 0.24], [0.19, -0.18, -0.20], [-0.03, 0.29, 0.10], [0.34, 0.06, 0.04], [0.00, 0.18, 0.24], [-0.01, -0.12, 0.05], [0.00, -0.03, 0.05], [-0.04, 0.03, -0.03], [0.17, -0.03, -0.05], [-0.05, 0.09, -0.06], [0.02, -0.08, 0.09], [0.16, 0.03, -0.10], [-0.21, 0.19, -0.15], [0.07, -0.02, -0.01], [0.07, -0.10, 0.11], [-0.06, 0.08, -0.07], [-0.13, -0.08, 0.13], [0.07, 0.04, -0.10], [-0.14, -0.02, 0.11], [0.06, 0.08, -0.13], [-0.02, -0.20, 0.24], [0.04, 0.02, -0.04], [0.00, 0.00, 0.00], [-0.01, 0.00, -0.01], [-0.13, -0.01, 0.04], [-0.12, 0.01, 0.07], [0.01, -0.01, -0.01], [0.02, 0.07, -0.06], [0.00, 0.01, 0.00], [0.12, 0.01, -0.06], [0.07, 0.02, 0.04], [-0.08, 0.00, -0.05], [0.09, -0.08, 0.13], [-0.10, -0.03, -0.09], [0.10, 0.10, 0.00], [0.01, -0.11, 0.07], [-0.16, -0.26, 0.08], [-0.08, 0.05, -0.11], [0.11, 0.07, 0.03], [-0.10, 0.07, -0.14], [0.05, 0.03, 0.03], [-0.04, -0.06, 0.01], [-0.02, 0.13, -0.13], [-0.07, -0.10, 0.02], [0.24, 0.13, 0.11], [-0.03, 0.00, -0.04], [-0.02, 0.00, -0.01], [-0.01, 0.00, 0.00], [-0.06, 0.08, -0.08], [-0.03, 0.06, -0.08], [0.04, -0.07, 0.11], [0.00, 0.00, 0.01], [0.00, 0.00, 0.00], [0.04, -0.09, 0.09]],
  "lowdin_charge": [-0.077, -0.370, -0.085, -0.089, -0.212, 0.062, -0.845, -0.054, -0.274, -0.081, 0.113, -0.456, 0.071, -0.126, -0.054, -0.084, -0.104, -0.102, -0.028, 0.056, -0.466, 0.117, -0.200, 0.000, 0.064, 0.069, 0.078, 0.105, 0.068, 0.059, 0.066, 0.107, 0.112, 0.138, 0.103, 0.102, 0.112, 0.098, 0.070, 0.119, 0.103, 0.100, 0.104, 0.120, 0.049, 0.075, 0.091, 0.109, 0.054, 0.045, -0.066, -0.068, -0.009, -0.083, -0.080, -0.006, -0.277, 0.107, -0.080, 0.017, -0.030, -0.049, -0.010, -0.092, -0.281, 0.093, 0.103, 0.103, 0.117, 0.119, 0.111, 0.105, 0.107, 0.116, -0.041, -0.054, -0.007, -0.088, -0.082, 0.009, -0.277, 0.110, -0.080, -0.003, -0.062, -0.064, -0.007, -0.082, -0.278, 0.098, 0.116, 0.107, 0.118, 0.117, 0.121, 0.105, 0.104, 0.118],
  "total_charge": -1,
  "gap_ev": 6.1963,
  "lumo_energy_ev": 0.431,
  "total_energy_ha": -2513.645169,
  "de_lowest_kcal_mol": 12.6
}